Density functional theory data (the ωB97M-V functional and the def2-TZVPD basis) for a molecular structure, C16H30CeN2O5.

Positions of all 54 atoms, in Å:
Ce: -0.00216 0.47270 0.19551
C: 0.41994 -2.20290 2.45240
O: 0.09856 -1.74650 1.11556
C: 0.08210 -2.82823 0.15265
C: -0.67572 -2.33987 -1.07132
O: -0.10167 -1.11134 -1.57336
C: 1.04800 -1.30841 -2.43354
C: 1.82380 -0.00387 -2.39879
O: 2.10599 0.34252 -1.02127
C: 3.34768 -0.22007 -0.53063
H: -0.27827 -2.98003 2.75919
H: 0.32214 -1.34823 3.11837
H: 1.43728 -2.59215 2.48779
H: -0.43190 -3.69658 0.56721
H: 1.11164 -3.11484 -0.07294
H: -1.70726 -2.10763 -0.79880
H: -0.68874 -3.10438 -1.84762
H: 0.71715 -1.54110 -3.44563
H: 1.65328 -2.13107 -2.05116
H: 1.20819 0.80109 -2.80678
H: 2.74235 -0.07458 -2.97945
H: 4.19334 0.33744 -0.92928
H: 3.44270 -1.26909 -0.80965
H: 3.34040 -0.13063 0.55496
C: -3.37067 3.30988 -0.88234
C: -1.92461 2.96937 -0.77356
O: -1.51445 1.77062 -0.71737
N: -1.04527 3.96241 -0.74537
C: 0.40189 3.77815 -0.85939
C: 1.15444 3.67300 0.45813
C: 1.83481 4.76537 0.96445
C: 2.56070 4.63863 2.14150
C: 2.58779 3.40466 2.77619
C: 1.87780 2.36327 2.21763
N: 1.16605 2.47288 1.07763
H: -3.95606 2.41114 -1.05447
H: -3.53834 4.00711 -1.70391
H: -3.72495 3.79059 0.03231
H: -1.39531 4.90932 -0.78427
H: 0.79787 4.61983 -1.42261
H: 0.58063 2.87578 -1.44911
H: 1.81619 5.70869 0.43388
H: 3.09941 5.48413 2.54874
H: 3.15327 3.25351 3.68514
H: 1.87421 1.38572 2.69525
C: -1.98861 0.83766 4.27334
C: -1.85525 1.40264 2.87753
O: -1.72142 0.33187 1.87616
H: -2.01107 1.65152 4.99761
H: -1.15282 0.18367 4.52337
H: -2.92170 0.28141 4.37880
H: -0.95387 2.00989 2.77581
H: -2.72503 2.00879 2.62458
H: -2.48484 -0.24482 2.00790

Calculated values
Calculated total energy (eV): -43202.4448
Multiplicity: 2
HOMO-LUMO gap (spin up / spin down) (eV): 10.14 / 10.27
Energy above the lowest of the compared OMol25 structures with the same formula, charge and spin (kJ/mol): 26.4
Net charge: +3

Atomic partial charges in e from the Löwdin method, atoms 1 to 8: Ce 1.5372; C 0.0104; O -0.3604; C -0.1107; C -0.0943; O -0.2751; C -0.0880; C -0.1089